[1]
This record from the Open Molecules 2025 dataset describes the molecule C17H16O5S. The level of theory is ωB97M-V with the def2-TZVPD basis set.

## Properties
**Orbital gap**: 9.3 eV
**Lowest unoccupied orbital energy**: 0.0 eV
**Spin multiplicity**: 1
**F_max**: 1.0 eV Å⁻¹

Each line ends with the Löwdin charge.
Cartesian coordinates (Å):
C -6.640 -2.277 0.073  -0.049
O -5.415 -1.679 0.466  -0.046
C -5.034 -0.606 -0.246  -0.458
O -5.684 -0.163 -1.162  0.111
C -3.747 -0.039 0.219  -0.124
C -3.241 1.079 -0.441  0.004
C -2.046 1.639 -0.040  -0.011
C -1.335 1.089 1.022  -0.196
C -0.029 1.707 1.443  -0.102
O 0.803 2.022 0.325  0.011
C 1.320 0.984 -0.330  -0.511
O 1.073 -0.166 -0.084  0.144
C 2.309 1.443 -1.384  -0.066
C 3.589 1.900 -0.661  -0.093
C 3.921 0.899 0.437  -0.454
O 3.737 1.162 1.608  0.076
C 4.408 -0.399 0.008  -0.456
C 4.817 -0.846 -1.227  -0.110
C 5.205 -2.193 -1.215  -0.175
C 5.085 -2.757 0.022  -0.397
S 4.508 -1.661 1.195  1.100
C -1.837 -0.029 1.675  -0.014
C -3.036 -0.590 1.282  0.002
H -6.796 -3.120 0.742  0.093
H -7.458 -1.559 0.162  0.097
H -6.583 -2.614 -0.964  0.098
H -3.804 1.491 -1.265  0.120
H -1.652 2.505 -0.551  0.121
H 0.517 1.033 2.110  0.136
H -0.194 2.666 1.942  0.142
H 2.513 0.601 -2.045  0.119
H 1.889 2.272 -1.953  0.126
H 4.412 1.990 -1.369  0.119
H 3.412 2.865 -0.185  0.127
H 4.854 -0.230 -2.107  0.113
H 5.554 -2.724 -2.082  0.102
H 5.308 -3.768 0.304  0.064
H -1.279 -0.465 2.491  0.119
H -3.425 -1.460 1.788  0.117



[2]
This record from the Open Molecules 2025 dataset describes a structure of composition C17H17AsN3O15SSe2W at a distorted geometry. The level of theory is ωB97M-V with the def2-TZVPD basis set.

## Properties
**Orbital gap**: 6.8 eV
**Charge**: +1
**Lowest unoccupied orbital energy**: -5.0 eV
**Spin multiplicity**: 1
**F_max**: 1.7 eV Å⁻¹
**Energy relative to the best compared isomer or geometry (same formula, charge and spin)**: 0.00 kJ/mol

Each line ends with the Löwdin charge.
Cartesian coordinates (Å):
W 0.125 0.500 0.168  1.499
O 0.911 -2.608 -2.799  -0.330
As 1.619 -1.597 -1.543  1.293
O 0.716 -0.669 1.513  -0.681
O 0.288 -0.297 -1.508  -0.638
C 2.607 -0.483 -2.808  -0.315
C 3.115 -1.048 -3.967  -0.077
C 3.770 -0.259 -4.904  -0.036
C 3.931 1.102 -4.694  -0.038
C 3.450 1.688 -3.534  -0.035
C 2.790 0.896 -2.603  -0.273
S 2.255 1.726 -1.138  0.592
O 2.208 0.671 -0.027  -0.490
O 3.115 2.828 -0.916  -0.201
O 0.788 2.071 -1.177  -0.513
H 0.594 -3.442 -2.428  0.040
H 2.979 -2.105 -4.149  0.107
H 4.155 -0.716 -5.806  0.119
H 4.440 1.712 -5.427  0.120
H 3.594 2.742 -3.342  0.124
O 2.471 1.331 2.690  -0.093
C 2.071 1.407 4.040  -0.202
C 0.569 1.669 4.145  -0.529
C 0.360 2.158 5.609  -0.208
O -1.001 2.294 5.959  -0.037
C 0.084 2.796 3.247  -0.439
Se 0.085 2.735 1.288  0.922
C -0.276 0.408 4.042  -0.354
Se -0.829 -0.455 2.408  1.248
H 3.430 1.315 2.634  0.112
H 2.603 2.215 4.555  0.139
H 2.300 0.473 4.568  0.139
H 0.909 3.092 5.751  0.139
H 0.792 1.414 6.284  0.142
H -1.284 3.205 5.850  0.103
H 0.746 3.654 3.386  0.082
H -0.924 3.100 3.530  0.075
H -1.269 0.618 4.461  0.088
H 0.154 -0.400 4.637  0.100
O -5.497 -1.957 -4.333  0.106
N -5.171 -2.774 -3.502  -0.351
O -5.529 -3.929 -3.452  0.111
C -4.169 -2.350 -2.512  -0.107
C -3.746 -3.259 -1.539  0.119
C -2.826 -2.871 -0.610  -0.034
C -2.218 -1.584 -0.617  -0.240
O -1.201 -1.339 0.106  -0.293
C -2.754 -0.694 -1.596  -0.060
C -3.688 -1.077 -2.557  0.119
N -2.264 0.625 -1.607  -0.256
O -2.322 1.332 -2.541  0.243
O -1.800 1.053 -0.456  -0.215
N -2.432 -3.847 0.418  -0.337
O -2.174 -3.414 1.521  0.088
O -2.466 -5.017 0.103  0.115
H -4.146 -4.264 -1.519  0.148
H -4.038 -0.375 -3.302  0.149



[3]
This record from the Open Molecules 2025 dataset describes a structure of composition C17H17BIrN3O2 at a distorted geometry. The level of theory is ωB97M-V with the def2-TZVPD basis set.

## Properties
**Orbital gap (spin up / spin down)**: 6.6 / 6.2 eV
**⟨S²⟩**: 0.757
**Charge**: +1
**Lowest unoccupied orbital energy (spin up / spin down)**: -5.3 / -5.7 eV
**Spin multiplicity**: 2
**F_max**: 3.9 eV Å⁻¹
**Energy relative to the best compared isomer or geometry (same formula, charge and spin)**: 38.92 kJ/mol

Each line ends with the Löwdin charge.
Cartesian coordinates (Å):
Ir -0.182 -0.125 0.124  1.683
O -0.190 0.174 2.058  -0.195
C -0.297 1.253 2.791  -0.301
C -0.064 1.143 4.172  0.018
C -0.106 2.257 4.967  -0.019
C -0.404 3.530 4.432  -0.051
C -0.679 3.649 3.105  -0.018
C -0.631 2.515 2.252  -0.136
C -0.920 2.679 0.890  -0.035
N -0.859 1.778 -0.057  -0.129
C -1.243 2.156 -1.426  -0.171
C -0.379 1.347 -2.348  -0.185
N -0.510 -0.032 -1.916  -0.122
C -0.530 -0.995 -2.764  -0.021
C -0.699 -2.367 -2.422  -0.144
C -0.651 -3.348 -3.424  -0.007
C -0.830 -4.674 -3.112  -0.046
C -1.068 -5.033 -1.783  -0.023
C -1.118 -4.078 -0.786  0.020
C -0.922 -2.738 -1.095  -0.288
O -0.967 -1.852 -0.078  -0.217
H 0.173 0.164 4.563  0.131
H 0.102 2.162 6.025  0.122
H -0.424 4.400 5.073  0.116
H -0.923 4.616 2.683  0.124
H -1.244 3.677 0.598  0.150
H -2.301 1.921 -1.568  0.138
H -1.106 3.221 -1.614  0.135
H -0.663 1.490 -3.391  0.138
H 0.663 1.656 -2.227  0.134
H -0.435 -0.758 -3.824  0.155
H -0.473 -3.047 -4.449  0.126
H -0.785 -5.431 -3.882  0.118
H -1.205 -6.076 -1.526  0.122
H -1.302 -4.336 0.248  0.132
B 4.385 -0.133 -0.009  -0.366
C 2.851 -0.179 -0.066  -0.121
N 1.690 -0.147 -0.139  -0.049
H 4.702 -0.035 1.151  0.026
H 4.840 -1.159 -0.462  0.028
H 4.705 0.757 -0.765  0.027